Computed, not measured: a molecular structure, C36H48I2N6O5 in a non-equilibrium geometry, with ωB97M-V with the def2-TZVPD basis set.

Output
**DFT total energy**: -73484.358 eV
**F_max**: 5.3 eV/A
**E_HOMO**: -8.022 eV
**HOMO-LUMO gap**: 7.27 eV
**LUMO energy**: -0.75 eV

The geometry in ORCA input format:
```
! wB97M-V def2-TZVPD RIJCOSX def2/J DEFGRID3
* xyz 0 1
C 2.61589 2.90035 0.16723
C 2.60918 1.70710 -0.93399
O 3.62769 0.73029 -0.61961
C 3.25969 -0.59474 -1.12001
C 3.65320 -0.69748 -2.69045
C 3.48344 -2.15467 -3.32151
C 2.47284 -2.44722 -4.54987
I 0.83028 -3.71707 -3.81159
C 1.98014 -1.17892 -5.38749
C 0.87450 -0.25707 -4.68504
I 3.68196 -0.01698 -6.20583
O 2.93066 -2.96014 -2.20706
C 3.97249 -3.80384 -1.65034
O 3.80921 -4.75736 -0.88140
O 5.20142 -3.30404 -2.24488
C 4.76988 -3.07486 -3.60962
C 5.82374 -2.66736 -4.73762
C 6.73468 -1.40226 -4.40608
O 7.19604 -1.08634 -3.28217
H 1.57573 3.33407 0.36145
H 3.09744 2.52110 1.14548
H 3.27306 3.79048 -0.16284
H 1.55013 1.28925 -1.03074
H 2.92513 2.20052 -1.93200
H 3.91297 -1.32516 -0.50911
H 2.14413 -0.81581 -1.00144
H 4.78560 -0.45520 -2.72720
H 3.14039 0.15050 -3.24932
H 3.04611 -3.12435 -5.29314
H 1.47519 -1.60329 -6.33760
H 0.17847 -0.79603 -3.96242
H 0.19951 0.14579 -5.53486
H 1.28338 0.66288 -4.14493
H 4.40879 -4.12281 -3.92949
H 6.52696 -3.57909 -4.86959
H 5.25955 -2.58769 -5.74016
H 7.04619 -0.74015 -5.30451
N -0.80011 1.82380 2.04004
C -0.54009 2.81650 2.94638
C -1.53398 3.75910 2.84118
C -2.43015 3.31586 1.83806
C -1.95329 2.11730 1.36341
H -0.23181 1.00471 1.89452
H 0.32875 2.76711 3.58560
H -1.60803 4.66615 3.42277
H -3.32494 3.81716 1.50081
H -2.33339 1.45045 0.60350
N -5.48208 1.59774 1.05420
C -6.09447 2.82315 1.05861
C -7.44698 2.62269 0.93073
C -7.65993 1.22461 0.85204
C -6.42977 0.61739 0.93391
H -4.48804 1.44225 1.12913
H -5.51644 3.72955 1.15063
H -8.19961 3.39651 0.89874
H -8.60867 0.71762 0.74756
H -6.14827 -0.42498 0.91557
N 2.67034 4.77859 3.62430
C 3.26768 6.01077 3.61300
C 4.35158 5.96445 4.45532
C 4.41445 4.65437 4.99052
C 3.36661 3.94412 4.45804
H 1.84760 4.52487 3.10033
H 2.87000 6.81242 3.00928
H 5.02536 6.78272 4.66225
H 5.14580 4.27286 5.68769
H 3.05629 2.91988 4.60099
N 10.12064 -1.43759 -3.21566
C 11.02018 -0.41571 -3.35650
C 12.28197 -0.93518 -3.19407
C 12.13813 -2.32331 -2.95185
C 10.79342 -2.60495 -2.97378
H 9.11663 -1.34488 -3.28092
H 10.68610 0.59084 -3.55810
H 13.20568 -0.37767 -3.24521
H 12.93012 -3.03767 -2.78098
H 10.25897 -3.53302 -2.83711
N -9.11372 -0.14053 3.63398
C -10.45420 -0.18869 3.35710
C -11.11260 -0.55374 4.50640
C -10.13451 -0.72689 5.51623
C -8.91046 -0.46233 4.95000
H -8.38880 0.09609 2.97193
H -10.82274 0.03882 2.36830
H -12.18018 -0.68074 4.60879
H -10.30624 -1.01252 6.54374
H -7.91523 -0.47647 5.36840
N -9.31434 -3.49630 3.25157
C -9.94832 -4.70560 3.34327
C -9.85179 -5.33018 2.12337
C -9.12742 -4.46812 1.26490
C -8.80617 -3.34517 1.98869
H -9.23316 -2.82097 3.99859
H -10.41400 -5.01654 4.26613
H -10.25684 -6.30072 1.87723
H -8.86870 -4.64870 0.23178
H -8.26247 -2.45364 1.71444
*
```

These are the Löwdin partial charges, in e, on atoms 1 to 2: -0.088 -0.261


Computed, not measured: a molecular structure, C3H9NO3 in a non-equilibrium geometry, with ωB97M-V with the def2-TZVPD basis set.

Output
**DFT total energy**: -10884.600 eV
**F_max**: 1.6 eV/A
**E_HOMO**: -8.764 eV
**HOMO-LUMO gap**: 9.58 eV
**LUMO energy**: 0.82 eV

The geometry in ORCA input format:
```
! wB97M-V def2-TZVPD RIJCOSX def2/J DEFGRID3
* xyz 0 1
C -0.08323 0.09386 1.58559
O 0.13526 -1.19189 2.07839
H -0.18715 -1.81703 1.40502
H 0.63657 0.78508 2.04282
H -1.08920 0.47506 1.78960
H 0.58827 0.28530 0.43417
C -1.43553 0.96273 -0.90285
C -0.62427 -0.20489 -0.45557
N 1.89809 -0.77482 -1.00834
O 1.04384 0.36459 -0.85524
O -0.82888 -1.37415 -0.54995
H 2.74823 -0.53510 -0.50309
H 2.13431 -0.78768 -1.99686
H -0.92154 1.90612 -0.73136
H -1.63142 0.84557 -1.96983
H -2.38335 0.96725 -0.36251
*
```

These are the Löwdin partial charges, in e, on atoms 1 to 2: -0.186 -0.080


Computed, not measured: 2 unconnected molecules or ions with the total composition C7H11N2O4 in a non-equilibrium geometry, with ωB97M-V with the def2-TZVPD basis set.

Output
**DFT total energy**: -18608.674 eV
**F_max**: 3.5 eV/A
**E_HOMO**: -5.735 eV
**HOMO-LUMO gap**: 9.30 eV
**LUMO energy**: 3.57 eV

The geometry in ORCA input format:
```
! wB97M-V def2-TZVPD RIJCOSX def2/J DEFGRID3
* xyz -1 1
C -0.26186 -1.92266 -0.47346
C 2.66963 0.09205 0.43525
C -2.31856 0.99856 0.82092
C -2.17039 -0.51287 0.58741
C -1.17478 1.61398 -0.06318
C -0.64245 -0.63858 0.30591
C 2.51376 -0.06824 -1.05450
N 3.03647 0.73903 -1.86643
N -0.35829 0.48708 -0.54778
O 0.77715 -2.53204 -0.03124
O 3.19314 1.11197 0.81152
O -0.99146 -2.18971 -1.40351
O 2.31797 -0.89641 1.22995
H -3.33423 1.45213 0.57046
H -2.23870 1.04214 1.92019
H -2.42628 -1.08243 1.38806
H -2.57843 -0.90066 -0.32044
H -1.74709 2.19748 -0.87047
H -0.53560 2.18611 0.75302
H -0.13639 -0.41481 1.16806
H 1.79260 -0.82689 -1.33952
H 3.74492 1.43099 -1.28638
H -0.65303 0.21534 -1.48291
H 1.52188 -1.58155 0.74908
*
```

These are the Löwdin partial charges, in e, on atoms 1 to 2: -0.637 -0.596


Computed, not measured: a molecular structure, H12NaO6, with ωB97M-V with the def2-TZVPD basis set.

Output
**DFT total energy**: -16890.593 eV
**F_max**: 0.4 eV/A
**E_HOMO**: -13.942 eV
**HOMO-LUMO gap**: 9.39 eV
**LUMO energy**: -4.55 eV

The geometry in ORCA input format:
```
! wB97M-V def2-TZVPD RIJCOSX def2/J DEFGRID3
* xyz 1 1
Na 0.06345 -0.59623 0.27664
O 3.80546 1.96997 -1.43064
H 4.05870 2.70958 -0.87831
H 4.35844 2.05041 -2.20779
O -3.36149 -0.20978 3.04837
H -3.49661 0.27989 3.85966
H -3.60723 -1.10872 3.26686
O -1.25572 3.22639 -3.00487
H -1.84583 2.90708 -3.68755
H -0.44187 3.42852 -3.46641
O 1.61695 2.30862 3.41247
H 2.20081 3.04724 3.23987
H 1.04795 2.61264 4.11961
O -3.03619 -2.68672 -2.68827
H -3.27385 -2.56838 -3.60792
H -3.82072 -3.05651 -2.28332
O 2.02490 -4.52894 0.71152
H 2.88790 -4.44691 1.11740
H 2.07494 -5.33814 0.20269
*
```

These are the Löwdin partial charges, in e, on atoms 1 to 2: 0.960 -0.060


Among the records above, which one has the highest HOMO-LUMO gap? C3H9NO3